[1]
Computed, not measured: an isolated molecule of C3H4Cl2O at a distorted geometry, with ωB97M-V with the def2-TZVPD basis set.

Values from the calculation:
Gap between HOMO and LUMO, eV: 10.260
SMILES: O[C@H]1[C@@H](Cl)[C@H]1Cl
Energy relative to the best compared isomer or geometry (same formula, charge and spin), kcal per mole: 56.6

```
! RIJCOSX wB97M-V def2-TZVPD def2/J DEFGRID3
* xyz 0 1
O 0.5311 0.4351 -1.5270
C 0.2359 0.8027 -0.2048
C -0.9206 -0.0461 0.4345
Cl -1.9446 -1.0917 -0.4964
C 0.5680 -0.3255 0.6462
Cl 1.2289 -1.5854 -0.2900
H 0.4123 -0.5341 -1.5517
H 0.3512 1.8074 0.1253
H -1.3907 0.4842 1.2879
H 0.9285 0.0535 1.5761
*
```

***

[2]
Computed, not measured: a cluster of 2 separate species, C3H4Cl2S in total at a distorted geometry, with ωB97M-V with the def2-TZVPD basis set.

Values from the calculation:
Gap between HOMO and LUMO (spin up / spin down), eV: 8.381 / 7.202
Energy relative to the best compared isomer or geometry (same formula, charge and spin), kcal per mole: 97.4

```
! RIJCOSX wB97M-V def2-TZVPD def2/J DEFGRID3
* xyz 0 1
C 2.5875 -0.2281 -0.3170
C 1.5709 -1.0288 -0.2593
C -0.6944 0.0470 0.5457
S -1.7105 -1.3211 0.3322
Cl 4.1953 -0.9445 -0.5691
Cl 1.3867 -2.6422 -0.3132
H 2.6970 0.8558 0.0445
H 0.0339 0.0191 1.4032
H -0.9718 0.8770 -0.1254
H -2.1730 -0.9951 -1.0372
*
```

***

Among the records above, which one has the lowest energy relative to the best compared isomer or geometry (same formula, charge and spin)? C3H4Cl2O

***

Which value of energy relative to the best compared isomer or geometry (same formula, charge and spin) does entry 1 give? 56.6 kcal per mole

***

Which value of energy relative to the best compared isomer or geometry (same formula, charge and spin) does entry 1 give? 56.6 kcal per mole